{"formula": "C33H75N3O9", "method": "ωB97M-V with the def2-TZVPD basis set", "elements": ["C", "C", "C", "C", "C", "C", "C", "C", "C", "N", "O", "H", "H", "H", "H", "H", "H", "H", "H", "H", "H", "H", "H", "H", "H", "H", "H", "H", "H", "H", "C", "C", "C", "C", "C", "C", "C", "C", "C", "N", "O", "H", "H", "H", "H", "H", "H", "H", "H", "H", "H", "H", "H", "H", "H", "H", "H", "H", "H", "H", "C", "C", "C", "C", "C", "C", "C", "C", "C", "N", "O", "H", "H", "H", "H", "H", "H", "H", "H", "H", "H", "H", "H", "H", "H", "H", "H", "H", "H", "H", "O", "C", "C", "O", "H", "H", "H", "H", "H", "H", "O", "C", "C", "O", "H", "H", "H", "H", "H", "H", "O", "C", "C", "O", "H", "H", "H", "H", "H", "H"], "coordinates": [[-1.248046, -3.293514, -1.226845], [-1.228307, -3.938571, 0.206871], [-2.500042, -4.831954, 0.330407], [0.117276, -4.664740, 0.273719], [0.472912, -5.288974, 1.625025], [0.644250, -4.113771, 2.575107], [-0.712467, -3.350269, 2.658823], [-1.754606, -4.230236, 3.374677], [-0.472190, -2.088600, 3.471898], [-1.199430, -2.941658, 1.318992], [-2.482265, -2.265042, 1.430585], [-0.997157, -4.102165, -1.903365], [-2.205298, -2.816581, -1.457530], [-0.526586, -2.498705, -1.280929], [-2.681327, -5.082033, 1.361368], [-3.310680, -4.315711, -0.139241], [-2.218342, -5.743561, -0.120296], [0.012471, -5.555765, -0.378116], [0.878839, -3.997774, -0.104007], [-0.293950, -5.961679, 1.994006], [1.410250, -5.848190, 1.542937], [1.450054, -3.455591, 2.242392], [0.901109, -4.455779, 3.598456], [-1.734537, -5.284442, 3.042509], [-2.750056, -3.788291, 3.253870], [-1.556609, -4.227635, 4.466963], [0.536796, -1.677363, 3.207747], [-0.543395, -2.434221, 4.480938], [-1.260527, -1.321116, 3.387335], [-2.350651, -1.327087, 1.167617], [3.149504, 1.056873, 2.880539], [4.253454, 2.080556, 2.814910], [5.308843, 1.461664, 1.902629], [3.708318, 3.402039, 2.417864], [4.712115, 4.531717, 2.461509], [5.221878, 4.743058, 3.889475], [5.801054, 3.426007, 4.443610], [7.206189, 3.144022, 3.749288], [5.847721, 3.644373, 5.959171], [4.774045, 2.306540, 4.179541], [5.507211, 1.144982, 4.580793], [2.275723, 1.452798, 3.366553], [2.828337, 0.744676, 1.886501], [3.469790, 0.116765, 3.344025], [5.693431, 0.550308, 2.438604], [4.844592, 1.167124, 0.937356], [6.162048, 2.107948, 1.622530], [3.283133, 3.321634, 1.415055], [2.921018, 3.653378, 3.092476], [5.501808, 4.261293, 1.781031], [4.296013, 5.488724, 2.140739], [4.448611, 5.110461, 4.575926], [6.029205, 5.432808, 3.878014], [7.993419, 3.690569, 4.254106], [7.217272, 3.459222, 2.710065], [7.310382, 2.059653, 3.679296], [6.334804, 2.834123, 6.538866], [4.828049, 3.732896, 6.235142], [6.264054, 4.609302, 6.104511], [4.933661, 0.790538, 5.235355], [-5.943779, 2.583200, -5.694200], [-4.730649, 2.265238, -4.837310], [-4.652886, 3.283847, -3.669261], [-5.028418, 0.866103, -4.299718], [-3.790351, 0.261247, -3.582909], [-2.713518, 0.123646, -4.640427], [-2.364928, 1.557271, -5.202277], [-1.657657, 2.458504, -4.190440], [-1.364999, 1.419192, -6.408861], [-3.556007, 2.154869, -5.725461], [-3.237106, 3.448869, -6.232586], [-5.827617, 3.449206, -6.338814], [-6.259497, 1.677464, -6.243884], [-6.778413, 2.789033, -5.038742], [-4.520063, 4.289893, -4.055060], [-5.543726, 3.114002, -3.087430], [-3.838035, 3.061867, -3.016084], [-6.006795, 0.743202, -3.802811], [-5.176412, 0.180663, -5.171483], [-3.352441, 1.022948, -2.928963], [-3.966156, -0.733948, -3.066793], [-2.915479, -0.526526, -5.463232], [-1.747246, -0.141312, -4.115933], [-0.649980, 2.769277, -4.614589], [-1.564648, 1.900246, -3.274154], [-2.181964, 3.419475, -4.052429], [-0.676955, 0.600086, -6.110957], [-0.804415, 2.339863, -6.620243], [-1.852749, 1.035015, -7.294024], [-3.304004, 3.348527, -7.209649], [4.836604, -2.911254, -1.800105], [4.212732, -3.002929, -0.488868], [4.286204, -1.624676, 0.208499], [3.561603, -0.682824, -0.546472], [4.490920, -2.149145, -2.210664], [3.154394, -3.264817, -0.611907], [4.554723, -3.782456, 0.176498], [5.248239, -1.179929, 0.178882], [3.945451, -1.622412, 1.250473], [2.598669, -0.838573, -0.429462], [-2.062644, 0.256551, 0.312858], [-0.918330, 0.663454, -0.442747], [0.339011, 0.258239, 0.366555], [0.676312, -1.039711, 0.115729], [-2.884547, 0.448484, -0.159015], [-0.914912, 0.181277, -1.405481], [-0.915278, 1.745721, -0.559230], [0.005136, 0.480475, 1.403413], [1.241883, 0.864028, 0.140241], [0.153116, -1.728442, 0.539751], [-5.004489, -2.059808, -0.291998], [-5.418679, -1.164522, 0.760647], [-5.900725, 0.070701, 0.063001], [-4.944435, 0.611951, -0.831410], [-4.268736, -2.582209, 0.085537], [-6.200945, -1.520769, 1.354850], [-4.561449, -0.844101, 1.324728], [-6.031667, 0.858420, 0.790484], [-6.820352, -0.107874, -0.502260], [-4.974085, 0.281150, -1.721191]], "forces_ev_per_angstrom": [[-0.503, 0.144, 1.551], [-0.783, 0.581, 0.299], [1.920, 0.670, 0.598], [-1.079, -2.280, -0.033], [0.885, 1.251, -0.072], [-0.884, -0.403, 0.516], [-0.452, -0.183, 0.051], [0.047, -0.142, 0.876], [0.210, 0.505, -0.496], [0.602, 1.321, -1.369], [0.443, -0.850, 0.046], [-0.161, 0.088, -0.400], [-0.084, -0.373, -0.056], [0.602, 0.136, -0.197], [-0.469, 0.178, 0.164], [-0.626, -0.220, -0.199], [-0.321, -1.177, -1.062], [0.226, 0.742, -0.367], [0.441, 0.031, 0.000], [-0.069, -0.176, -0.199], [-0.141, -0.040, -0.043], [-0.076, 0.062, -0.118], [-0.170, 0.294, -0.389], [-0.205, 0.654, 0.238], [0.148, -0.266, -0.111], [0.007, -0.123, -0.562], [-0.926, -0.072, 0.464], [0.615, 0.228, 0.943], [0.366, -0.340, -0.319], [0.569, -0.371, -0.179], [-0.438, -0.775, -0.120], [1.342, -0.580, 0.381], [0.637, -0.452, -0.870], [-0.255, 0.957, -1.227], [-0.230, 0.427, 0.615], [-0.227, -1.510, -0.550], [-0.364, -0.100, -1.172], [-1.653, -0.241, 0.254], [0.556, -1.562, -0.778], [1.381, 0.772, 0.841], [0.082, -0.054, -0.367], [-0.386, 0.078, 0.542], [0.110, 0.257, -0.231], [0.022, 0.292, 0.242], [-0.241, 0.859, -0.822], [0.174, -0.003, 0.594], [-0.478, -0.289, 0.379], [-0.108, -0.007, -0.053], [-0.891, 0.075, 0.527], [0.610, 0.239, -0.196], [-0.202, -0.191, -0.341], [-0.074, -0.015, -0.361], [0.691, 0.908, 0.108], [0.243, -0.305, 0.311], [-0.158, 0.391, -0.016], [0.666, 0.226, 0.549], [-0.114, 0.633, -0.360], [-1.037, -0.138, 0.623], [0.899, 0.740, 0.527], [-0.567, -0.677, 0.961], [-0.531, -0.290, -0.209], [-0.559, -0.010, 0.077], [0.195, -0.780, -0.889], [0.589, -2.024, -0.436], [-0.425, -0.357, -0.392], [2.080, 1.880, 1.001], [1.154, -0.198, -1.212], [1.074, 0.948, -0.593], [0.027, -1.199, 1.004], [-1.512, -0.088, -0.474], [-0.098, 0.054, -0.775], [0.158, -0.047, -0.160], [0.370, 0.590, -0.219], [-0.300, 0.229, 0.294], [-0.308, 0.169, 0.121], [-0.505, 0.525, 0.175], [0.523, -0.063, 0.464], [0.511, 0.683, 0.356], [0.125, 0.590, 0.279], [-0.427, -0.464, 0.672], [0.086, 1.226, -0.410], [-0.279, -0.628, -0.398], [-0.906, -0.313, -0.731], [-1.010, -0.617, 0.958], [0.409, 0.300, 0.671], [0.238, -0.656, 0.122], [0.103, 0.665, -0.185], [-0.316, -0.370, 0.050], [-0.342, 0.122, -0.337], [0.011, 0.030, 1.054], [0.559, -2.264, 2.176], [-0.520, 1.526, -0.418], [-0.866, -0.498, -0.378], [-1.388, 0.462, -0.361], [-0.786, 1.536, -0.586], [-0.141, 0.241, -0.130], [1.094, -0.339, -0.410], [1.387, -0.290, 0.209], [-0.049, -0.360, -0.007], [0.547, -0.102, -0.035], [0.111, -0.135, 0.176], [0.598, 0.382, 0.764], [-1.478, 1.642, 0.141], [1.776, -1.314, -0.582], [-0.181, 0.089, -0.228], [0.079, -0.205, -0.540], [-0.136, 0.206, -0.124], [0.610, -0.336, -0.127], [-0.762, -0.034, -0.022], [-0.904, -0.106, 0.690], [0.204, -0.430, 1.116], [1.387, 0.757, -2.525], [-0.276, 0.449, -0.928], [0.932, 0.808, 0.783], [-0.396, 0.325, -0.264], [-1.070, -0.979, 1.132], [0.399, -0.239, 0.674], [-0.501, 0.167, 0.322], [-0.148, -0.051, 0.299], [-0.342, -0.639, -0.260]], "de_lowest_ev": 1.0054, "homo_lumo_gap_ev": 9.3, "homo_energy_ev": -8.68, "charge": 0}